Below is a structure of composition C38H42AsIO2PZr, with properties calculated with ωB97M-V with the def2-TZVPD basis set.

Geometry as XYZ:
```
86
C38H42AsIO2PZr, DFT ωB97M-V with the def2-TZVPD basis set
I 3.23 0.37 0.64
Zr 0.18 0.46 -0.15
As -2.55 1.35 -0.21
P 0.90 -2.22 -0.24
O -0.60 -0.58 -1.77
O 0.01 0.92 1.70
C -3.68 3.23 -2.21
C 1.92 -2.57 -1.71
C -3.95 0.24 0.59
C -1.71 -2.55 -1.24
C 1.19 2.23 -1.03
C -2.87 -3.29 -1.49
C -3.28 1.77 -2.00
C -0.91 -0.58 3.34
C 3.11 -1.84 -3.67
C 0.47 4.18 -2.33
C 0.31 2.85 -1.90
C 3.80 -3.72 2.21
C -0.63 -3.16 -0.58
C 1.04 -3.51 2.24
C -2.80 2.99 0.87
C -1.89 -5.23 -0.49
C 0.42 1.48 3.98
C 2.36 -1.54 -2.54
C 1.71 -4.04 3.34
C -1.77 -1.13 -1.67
C 3.42 -3.15 -3.97
C -0.74 -4.50 -0.19
C 2.33 2.98 -0.62
C 1.75 -3.10 1.12
C -5.33 0.89 0.60
C 4.45 3.14 0.58
C -1.58 3.91 0.90
C -2.95 -4.63 -1.14
C 3.37 2.43 0.17
C 4.56 4.50 0.22
C 1.52 4.92 -1.87
C 3.61 5.08 -0.57
C 3.09 -4.14 3.32
C 3.14 -3.20 1.11
C -0.56 0.86 2.99
C 2.24 -3.89 -2.02
C 2.99 -4.18 -3.14
C 2.49 4.34 -1.01
H -4.12 1.11 -2.15
H -3.69 3.52 0.51
H -3.98 3.39 -3.24
H -3.85 -5.19 -1.35
H -2.51 1.46 -2.71
H -0.04 -3.43 2.26
H 1.14 -4.37 4.20
H 0.06 -4.98 0.34
H 0.66 2.50 3.68
H -1.41 -0.63 4.30
H 3.70 6.11 -0.87
H -4.52 3.51 -1.58
H -0.25 4.62 -3.01
H 3.70 -2.90 0.24
H -6.08 0.21 1.01
H 0.01 1.50 4.98
H -0.69 3.37 1.23
H -3.96 -0.69 0.02
H 3.61 -4.55 4.18
H -5.33 1.80 1.21
H -1.75 4.74 1.59
H -1.37 4.33 -0.08
H -3.04 2.64 1.88
H 2.12 -0.51 -2.33
H 0.01 -1.16 3.39
H -1.94 -6.27 -0.19
H -5.64 1.16 -0.41
H 1.34 0.89 3.98
H 1.90 -4.69 -1.37
H -1.56 -1.00 2.57
H 3.23 -5.21 -3.38
H 5.23 2.68 1.18
H 4.01 -3.38 -4.85
H 5.42 5.06 0.55
H 1.65 5.95 -2.18
H 4.88 -3.81 2.19
H 3.44 -1.04 -4.32
H -2.85 3.91 -1.99
H -0.56 2.31 -2.28
H -1.47 1.47 2.98
H -3.69 -2.79 -1.98
H -3.63 0.00 1.61
```

**Gap between HOMO and LUMO**: 7.34 eV
**Energy above the lowest of the compared OMol25 structures with the same formula, charge and spin**: 0.0 kJ/mol
**Net charge**: +1
**E_HOMO**: -10.18 eV
**LUMO energy**: -0.1041 Ha
**2S+1**: 1
**Maximum force**: 0.6 eV/Å

=====

Below is a structure of composition C38H42CsF4N9O2P2S3 in a non-equilibrium geometry, with properties calculated with ωB97M-V with the def2-TZVPD basis set.

Geometry as XYZ:
```
101
C38H42CsF4N9O2P2S3, DFT ωB97M-V with the def2-TZVPD basis set
Cs -1.22 -0.57 0.95
S 4.22 -1.98 1.40
S -2.37 -2.28 3.68
S -4.42 0.02 2.07
P -0.68 2.78 2.06
P 0.64 0.19 3.71
F -0.52 1.04 -4.86
F 0.65 -0.63 -3.16
F -3.55 -2.84 -2.54
F -4.66 -1.10 -4.18
O 1.63 5.52 -4.86
O 3.23 5.17 -3.48
N -7.05 -0.25 4.60
N 3.28 -2.69 -0.95
N -4.76 -2.78 6.42
N -1.49 1.74 -1.02
N 1.14 1.44 -0.51
N 4.77 -0.89 -0.97
N -0.68 -2.62 -1.92
N 2.07 5.03 -3.84
N -0.72 -4.13 1.28
C 3.77 -1.73 -3.00
C -4.41 -2.31 5.43
C -6.02 -0.52 4.15
C -1.76 -5.10 1.52
C 1.73 3.20 -2.07
C 4.10 -1.83 -0.25
C -1.37 -1.83 -2.70
C -0.17 1.61 4.57
C -1.29 0.09 -4.26
C -2.47 3.09 2.34
C 1.21 4.09 -3.08
C 2.38 0.81 3.71
C 0.79 2.36 -1.43
C -2.77 1.79 -1.31
C 0.35 -4.24 2.24
C 3.40 2.13 -0.72
C -0.25 -4.12 -0.08
C 3.08 3.06 -1.67
C -1.31 -3.63 -1.08
C -0.10 4.14 -3.42
C 2.40 1.32 -0.18
C -3.34 -0.97 -3.92
C 4.60 -0.84 -2.28
C 5.33 0.23 -3.03
C -2.64 0.04 -4.57
C -0.63 2.47 -1.74
C -0.69 -0.77 -3.38
C 3.09 -2.67 -2.28
C 0.75 -0.99 5.10
C -3.94 -1.73 4.20
C -1.06 3.34 -2.74
C -2.77 -1.85 -3.04
C -0.07 2.93 3.80
C -2.43 3.39 -3.04
C -0.20 4.45 1.43
C -3.29 2.60 -2.33
C -4.75 -0.84 3.55
C 2.13 -3.64 -2.86
H -0.67 4.61 0.46
H -2.59 -4.95 0.83
H 0.16 -5.11 -0.38
H 4.63 0.99 -3.37
H 0.88 4.50 1.30
H -2.97 3.21 1.37
H -2.62 4.00 2.93
H -2.78 4.05 -3.82
H -3.11 0.72 -5.25
H -2.95 2.24 2.81
H -2.15 -4.97 2.53
H 3.84 3.67 -2.12
H 5.83 -0.18 -3.91
H -1.38 -6.13 1.39
H -1.22 1.33 4.71
H -2.15 -3.23 -0.50
H 1.21 -0.54 5.99
H 2.50 1.64 3.01
H -0.52 5.25 2.10
H 0.57 -3.40 -0.15
H 6.07 0.70 -2.37
H -0.26 -1.35 5.32
H 2.17 -4.60 -2.34
H -0.06 -4.13 3.25
H 0.98 3.24 3.75
H 1.34 -1.85 4.79
H 3.64 -1.64 -4.06
H -0.42 4.82 -4.20
H 1.09 -3.45 2.09
H 1.11 -3.21 -2.72
H -3.43 1.17 -0.70
H 3.05 0.01 3.37
H -1.73 -4.47 -1.66
H 2.77 -3.36 -0.38
H 0.88 -5.22 2.18
H 2.70 1.14 4.70
H 4.43 1.98 -0.41
H -0.61 3.73 4.32
H -4.36 2.59 -2.53
H 2.33 -3.79 -3.92
H 2.64 0.56 0.56
H 0.27 1.72 5.57
```

**Gap between HOMO and LUMO**: 3.31 eV
**Energy above the lowest of the compared OMol25 structures with the same formula, charge and spin**: 0.0 kJ/mol
**Net charge**: -2
**E_HOMO**: -0.99 eV
**LUMO energy**: 0.0853 Ha
**2S+1**: 1
**Maximum force**: 1.2 eV/Å

=====

Below is a structure of composition C38H42CsF4N9O2P2S3 in a non-equilibrium geometry, with properties calculated with ωB97M-V with the def2-TZVPD basis set.

Geometry as XYZ:
```
101
C38H42CsF4N9O2P2S3, DFT ωB97M-V with the def2-TZVPD basis set
Cs 0.35 0.16 -0.73
S 2.38 2.86 -1.84
S -2.09 3.63 0.65
S -0.30 1.77 -3.62
P -1.80 -0.15 2.53
P 0.71 -2.12 3.26
F 1.42 -1.63 -2.01
F 5.95 -4.35 -0.67
F 5.40 -2.16 0.69
F 2.08 -3.87 -3.32
O -4.27 -6.51 -0.88
O -5.85 -5.63 -2.06
N -2.51 -0.43 -1.45
N 0.86 3.04 -6.75
N -1.75 4.33 -1.85
N 2.55 2.18 1.85
N 0.07 4.64 -0.39
N 2.82 -0.72 0.08
N -4.75 -5.54 -1.49
N -1.07 -2.45 -0.41
N 4.05 4.35 -4.61
C 4.81 -3.67 -0.99
C -4.89 -0.89 -2.82
C -0.34 -3.40 0.12
C -1.04 4.87 -2.81
C 3.58 0.06 1.01
C -4.08 -4.31 -1.52
C 4.02 -4.18 -2.00
C 2.87 -3.44 -2.30
C 2.18 3.01 -3.52
C -4.73 -3.27 -2.18
C 4.50 -2.53 -0.29
C 3.19 3.72 -4.16
C -2.59 1.33 3.30
C 1.07 2.57 -4.25
C -1.66 4.89 -4.17
C 2.54 -2.31 -1.61
C 1.00 2.83 -5.62
C -1.22 4.20 -0.63
C -2.80 -4.07 -0.92
C 3.76 2.85 2.25
C -1.03 -2.51 3.77
C -2.01 -5.05 -0.31
C -2.26 -2.75 -0.94
C 1.36 -3.85 3.39
C 0.25 5.40 -2.59
C 0.81 5.25 -1.34
C 2.64 0.74 2.02
C -0.77 -4.72 0.19
C 1.35 -1.50 4.89
C -4.36 0.37 -2.73
C -3.00 -1.67 -1.55
C 1.43 2.70 2.61
C 2.09 5.90 -0.92
C -4.22 -1.97 -2.20
C 3.30 -1.76 -0.52
C -3.31 -0.86 1.75
C -1.79 -1.22 4.05
C -3.17 0.55 -2.01
H -3.61 -0.21 0.93
H 1.64 0.33 1.87
H -3.46 1.05 3.91
H -0.14 -5.48 0.64
H -5.82 -1.08 -3.34
H 0.98 -2.09 5.73
H 4.02 2.66 3.30
H 2.44 -3.83 3.24
H 1.88 6.61 -0.11
H 4.33 -0.52 1.57
H -2.82 -1.44 4.36
H 0.48 4.41 0.50
H 2.53 6.43 -1.76
H 0.79 5.88 -3.38
H -1.08 5.48 -4.87
H 4.28 -5.07 -2.54
H 2.44 -1.55 4.87
H 2.96 0.51 3.06
H 0.91 -4.44 2.60
H -1.05 -3.17 4.65
H -3.07 -1.84 1.34
H 1.39 3.79 2.51
H -1.86 1.85 3.92
H -5.68 -3.48 -2.66
H -2.76 1.54 -1.88
H 2.79 5.15 -0.56
H 4.11 0.83 0.45
H -2.68 5.26 -4.10
H -2.90 2.00 2.50
H 0.63 -3.09 0.50
H 1.14 -4.31 4.35
H -4.12 -0.95 2.47
H 4.60 2.52 1.63
H -2.37 -6.06 -0.26
H -1.70 3.86 -4.52
H 1.07 -0.46 5.01
H 1.52 2.46 3.69
H 0.50 2.28 2.23
H -1.48 -3.03 2.93
H 3.64 3.93 2.10
H -1.32 -0.66 4.86
H -4.85 1.21 -3.19
```

**Gap between HOMO and LUMO**: 2.76 eV
**Energy above the lowest of the compared OMol25 structures with the same formula, charge and spin**: 147.3 kJ/mol
**Net charge**: -2
**E_HOMO**: -0.89 eV
**LUMO energy**: 0.0688 Ha
**2S+1**: 1
**Maximum force**: 3.3 eV/Å

=====

Below is a structure of composition C38H43BCl2N14O2RbSSi, with properties calculated with ωB97M-V with the def2-TZVPD basis set.

Geometry as XYZ:
```
103
C38H43BCl2N14O2RbSSi, DFT ωB97M-V with the def2-TZVPD basis set
Rb 0.20 -0.23 0.01
Cl 2.13 2.49 -4.10
Cl 6.11 -0.83 -5.65
S -1.71 2.19 2.11
Si -2.00 -1.22 -3.97
O 1.96 0.70 -1.79
O 2.76 -1.67 -0.36
N -1.45 0.01 -2.84
N -1.25 -4.14 0.25
N -3.92 -5.49 1.09
N -1.53 2.24 4.75
N -1.57 -2.77 2.33
N 3.67 1.33 1.26
N -3.20 -4.62 1.83
N -2.68 -1.44 -0.14
N -2.20 -1.77 2.98
N 1.27 1.87 2.60
N -3.22 -2.50 0.49
N 0.50 2.16 3.72
N -1.07 2.03 -1.84
N -0.16 -3.42 -0.10
C -3.69 -0.63 -0.41
C 4.58 1.02 0.34
C 3.06 2.51 1.18
C -0.15 -2.09 3.86
C 1.96 4.21 2.79
C 4.08 0.74 -4.71
C -1.08 -1.02 -5.60
C -3.85 -1.03 -4.21
C -1.62 -2.89 -3.26
C -0.99 3.34 -1.90
C 4.65 -1.17 -3.37
C -0.90 2.65 5.99
C -0.78 2.19 3.56
C -1.42 4.06 -3.04
C 2.82 0.33 -2.59
C -0.03 -5.47 -1.01
C 4.31 3.09 -0.79
C -2.00 2.01 -4.08
C 3.53 -1.74 -1.30
C 0.58 -4.21 -0.86
C -3.52 -4.72 3.14
C 4.86 -0.40 -4.48
C 3.66 -0.84 -2.44
C -4.56 -2.36 0.61
C -1.52 1.32 -2.92
C 2.03 2.82 2.21
C -0.34 -3.00 2.84
C -4.68 -6.15 1.95
C -1.94 3.38 -4.13
C 4.94 1.86 -0.70
C -0.54 4.13 6.05
C -4.91 -1.16 0.03
C -1.19 -5.38 -0.29
C -4.47 -5.70 3.27
C -1.35 -1.35 3.90
C 3.37 3.43 0.17
C 3.11 1.07 -3.81
C -0.37 4.05 -0.74
B -2.30 -3.51 1.20
H -3.49 0.32 -0.89
H 0.13 4.37 5.23
H 4.26 -2.58 -1.33
H -5.15 -3.11 1.11
H 4.24 1.34 -5.59
H -0.05 4.38 6.99
H 0.92 4.57 2.76
H -1.39 -0.15 -6.17
H -4.22 -1.80 -4.90
H 0.74 -1.95 4.45
H 2.60 4.91 2.26
H -0.54 -3.04 -3.17
H -2.29 3.92 -5.00
H -1.99 -6.08 -0.11
H -4.36 -1.18 -3.25
H 1.51 -3.84 -1.25
H -1.24 -1.91 -6.23
H -3.05 -4.07 3.86
H 0.00 -0.94 -5.42
H -0.62 5.11 -0.74
H 5.67 1.54 -1.44
H 2.86 4.38 0.12
H -1.44 4.75 5.96
H -5.89 -0.72 -0.03
H 2.25 4.19 3.84
H -1.58 2.39 6.81
H -2.04 -2.98 -2.26
H 0.33 -6.32 -1.57
H 0.31 -3.73 2.41
H -2.45 2.61 4.57
H 5.04 0.05 0.44
H -0.66 3.58 0.20
H -5.35 -6.92 1.60
H 5.25 -2.06 -3.20
H -2.38 1.43 -4.91
H 0.00 2.05 6.11
H -1.34 5.14 -3.04
H 4.54 3.77 -1.60
H -2.02 -3.68 -3.89
H -4.94 -6.04 4.18
H -4.13 -0.05 -4.60
H -1.61 -0.50 4.51
H 0.72 3.94 -0.83
```

**Gap between HOMO and LUMO (alpha / beta)**: 5.72 / 4.57 eV
**Energy above the lowest of the compared OMol25 structures with the same formula, charge and spin**: 0.0 kJ/mol
**Net charge**: -2
**E_HOMO (alpha / beta)**: -2.02 / -2.02 eV
**LUMO energy (alpha / beta)**: 0.1357 / 0.0938 Ha
**2S+1**: 2
**Maximum force**: 0.6 eV/Å

=====

Below is a structure of composition C38H43BrCeN5O4P2S2Se in a non-equilibrium geometry, with properties calculated with ωB97M-V with the def2-TZVPD basis set.

Geometry as XYZ:
```
97
C38H43BrCeN5O4P2S2Se, DFT ωB97M-V with the def2-TZVPD basis set
Ce -0.88 -0.69 -0.80
Br -1.53 3.08 -2.44
Se -1.63 -0.83 -3.35
S -4.08 -2.69 -0.66
S -5.20 -0.08 -1.48
P 1.92 0.03 0.63
P 1.62 0.17 -2.52
O 2.28 -7.63 0.00
O -5.02 2.89 1.05
O -1.76 -6.11 4.50
O -1.30 1.20 0.67
N -0.82 -2.29 1.47
N -3.55 0.86 0.62
N -3.19 -0.41 0.27
N 0.14 -3.16 -0.84
N 0.81 3.38 -0.94
C 3.20 0.74 -1.72
C 5.33 2.13 -0.43
C -3.96 3.58 1.40
C 4.32 1.26 -2.45
C -1.68 -3.90 3.54
C 5.32 1.99 -1.84
C -4.12 4.88 1.82
C -4.71 -2.68 -2.34
C 3.27 0.87 -0.35
C 4.31 1.56 0.28
C 2.60 6.23 0.77
C 1.47 1.43 -3.76
C -1.03 -4.45 2.44
C -4.00 -0.94 -0.58
C -1.58 3.78 1.70
C -0.18 4.06 -1.51
C 0.08 -4.01 0.18
C -2.35 -4.82 4.54
C 1.68 4.13 -0.25
C -1.31 -1.74 2.58
C 1.46 -5.57 -1.01
C -5.72 -1.54 -2.43
C 1.49 1.35 1.87
C -3.03 5.61 2.30
C -0.38 5.45 -1.42
C 1.61 5.48 -0.06
C 1.40 -4.66 -2.11
C 0.71 -3.50 -1.97
C -1.73 5.05 2.24
C 2.36 -1.14 -3.61
C -2.52 1.62 0.83
C -0.60 -3.60 1.42
C 3.09 -0.93 1.69
C -2.68 3.01 1.32
C 2.30 -6.81 -1.15
C 0.74 -5.27 0.14
C 0.52 6.14 -0.64
C -1.78 -2.49 3.65
H -2.40 -6.71 4.88
H -1.39 -0.68 2.63
H 1.62 -1.38 -4.37
H -1.01 -5.52 2.34
H 3.80 -0.26 2.20
H -2.20 -4.31 5.55
H -5.20 -3.63 -2.51
H -5.86 -1.27 -3.43
H -4.74 1.94 0.78
H 3.21 -0.71 -4.14
H 2.17 6.51 1.72
H 0.43 7.19 -0.48
H -0.59 3.31 1.58
H 0.57 -2.72 -2.72
H -6.71 -1.80 -2.02
H 3.49 5.60 0.94
H -3.39 -4.85 4.26
H 6.14 2.69 0.09
H -3.20 6.64 2.60
H 2.29 1.52 -4.46
H 2.02 -7.36 -2.08
H -1.26 5.89 -1.85
H -2.33 -2.02 4.46
H -0.87 5.58 2.70
H 1.54 -8.22 -0.05
H 6.09 2.43 -2.45
H 0.77 1.93 1.36
H 3.60 -1.61 1.01
H 3.00 7.08 0.28
H -5.10 5.36 1.84
H 1.44 2.41 -3.31
H 1.81 -4.99 -3.07
H 0.62 1.29 -4.41
H 2.27 2.02 2.19
H 2.59 -1.58 2.40
H 3.33 -6.43 -1.31
H 2.54 3.56 0.13
H -3.90 -2.65 -3.05
H 0.94 0.89 2.71
H 0.84 -5.92 0.96
H 2.73 -2.00 -3.05
H 4.38 1.11 -3.50
H 4.22 1.60 1.36
```

**Gap between HOMO and LUMO (alpha / beta)**: 5.41 / 5.43 eV
**Net charge**: 0
**E_HOMO (alpha / beta)**: -5.97 / -5.99 eV
**LUMO energy (alpha / beta)**: -0.0205 / -0.0205 Ha
**2S+1**: 2
**Maximum force**: 2.3 eV/Å